# 1
DFT (ωB97M-V/def2-TZVPD) results for a molecular structure, C20H27N3PdS2.

Element x y z (Å)
Pd: 1.44 0.01 -0.17
S: -0.05 -2.21 -0.51
S: -0.09 2.21 -0.51
C: 1.53 -3.06 -0.51
C: -0.32 -2.38 -2.34
C: 0.37 -1.28 -3.08
N: -0.08 0.00 -2.44
C: 0.35 1.28 -3.08
C: -0.37 2.37 -2.34
H: -1.41 -2.34 -2.48
H: 0.03 -3.36 -2.66
H: 0.11 -1.32 -4.15
H: 1.47 -1.29 -2.98
H: 0.08 1.32 -4.15
H: 1.44 1.31 -2.98
H: -1.45 2.31 -2.48
H: -0.03 3.36 -2.66
C: 1.47 3.09 -0.51
H: -1.11 -0.01 -2.34
H: 2.05 2.58 -1.29
H: 1.96 2.95 0.45
H: 1.42 4.17 -0.73
H: 2.02 -2.89 0.44
H: 2.09 -2.56 -1.31
H: 1.50 -4.14 -0.70
C: -3.21 -0.03 0.46
C: -2.81 -0.03 1.78
H: -3.04 -0.92 -0.16
H: -3.06 0.86 -0.16
H: -2.37 -0.89 2.23
H: -2.39 0.84 2.23
C: 1.27 -3.38 3.25
C: 0.47 -2.61 2.40
N: 0.80 -1.38 2.09
C: 1.76 -0.72 2.76
C: 2.68 -1.44 3.60
C: 2.42 -2.81 3.77
C: 3.69 -0.66 4.25
C: 3.68 0.73 4.25
C: 2.66 1.49 3.60
C: 2.36 2.86 3.78
C: 1.20 3.40 3.25
C: 0.42 2.61 2.40
N: 0.78 1.39 2.09
C: 1.75 0.76 2.76
H: 1.00 -4.42 3.44
H: -0.46 -3.04 1.96
H: 3.09 -3.38 4.42
H: 4.43 -1.20 4.83
H: 4.41 1.29 4.83
H: 3.02 3.44 4.42
H: 0.92 4.44 3.44
H: -0.52 3.03 1.97

Properties
LUMO level (spin up / spin down), hartree: -0.2497 / -0.3421
Gap between HOMO and LUMO (spin up / spin down), Eh: 0.276 / 0.183
Net charge: +2
Energy relative to the best compared isomer or geometry (same formula, charge and spin), eV: 1.970
Multiplicity: 3
Highest occupied orbital energy (spin up / spin down), eV: -14.3 / -14.3

Löwdin atomic charge list, values in e, 8 entries: Pd 0.6805; S 0.9558; S 0.9559; C -0.3338; C -0.3798; C -0.2502; N -0.1224; C -0.2503


# 2
DFT (ωB97M-V/def2-TZVPD) results for C20H27N5O4 in the gas phase.

Element x y z (Å)
C: -2.93 5.62 -0.94
C: -3.36 4.36 -0.26
C: -2.49 3.36 0.03
C: -2.94 2.15 0.68
N: -2.33 1.10 1.05
C: -0.91 0.95 0.84
C: -0.21 0.76 2.18
C: 1.28 0.50 2.01
C: 1.55 -0.70 1.11
C: 0.85 -0.50 -0.23
C: -0.65 -0.26 -0.06
C: 3.05 -0.91 0.93
N: 3.33 -2.18 0.28
C: 3.78 -2.19 -1.00
O: 3.93 -1.16 -1.65
C: 4.15 -3.48 -1.62
C: 4.84 -4.54 -1.13
O: 5.07 -5.44 -2.09
N: 4.52 -4.97 -3.28
C: 3.99 -3.81 -3.01
C: 3.33 -3.01 -4.07
C: 2.75 -3.32 0.99
C: 1.26 -3.08 1.20
O: 1.02 -1.84 1.82
N: -4.32 2.19 0.94
C: -5.12 3.23 0.61
C: -6.57 3.04 0.99
O: -7.32 4.16 0.61
N: -4.71 4.30 0.03
H: -1.87 5.63 -1.16
H: -3.49 5.74 -1.87
H: -3.18 6.47 -0.31
H: -1.44 3.47 -0.23
H: -0.46 1.82 0.34
H: -0.36 1.65 2.80
H: -0.68 -0.07 2.70
H: 1.78 1.37 1.57
H: 1.75 0.32 2.98
H: 1.31 0.36 -0.72
H: 1.03 -1.35 -0.90
H: -1.12 -1.13 0.40
H: -1.13 -0.11 -1.03
H: 3.48 -0.12 0.34
H: 3.52 -0.93 1.92
H: 5.23 -4.78 -0.16
H: 3.85 -2.06 -4.20
H: 3.33 -3.57 -5.01
H: 2.30 -2.78 -3.79
H: 2.89 -4.23 0.42
H: 3.25 -3.42 1.96
H: 0.74 -3.15 0.24
H: 0.86 -3.84 1.87
H: -4.69 1.37 1.39
H: -6.92 2.12 0.51
H: -6.61 2.88 2.08
H: -8.24 4.01 0.87

Properties
LUMO level, hartree: 0.0212
Gap between HOMO and LUMO, Eh: 0.319
Energy relative to the best compared isomer or geometry (same formula, charge and spin), eV: 1.214
Multiplicity: 1
Highest occupied orbital energy, eV: -8.1
Structure (SMILES): Cc1c/c(=N\[C@H]2CC[C@@]3(CC2)CN(C(=O)c2conc2C)CCO3)[nH]c(CO)n1

Löwdin atomic charge list, values in e, 8 entries: C -0.0375; C -0.3095; C 0.0412; C -0.3137; N 0.1065; C -0.3730; C -0.1319; C -0.1084


Electronic energy: -1866.1157; -1353.0397 (Ha)